Computed, not measured: a molecular structure, C24H30CrN4O2P2S4, with ωB97M-V/def2-TZVPD.

The value obtained for the LUMO energy (alpha / beta) is 0.174 / 0.161 eV. Its expectation value of S² is 6.035. The net charge is 0. The spin multiplicity is 5.

Each line ends with the Löwdin charge.
Cartesian coordinates (Å):
Cr (-0.69652, 1.30146, -0.33050)  0.082
C (-6.22091, 1.31303, 3.19639)  -0.087
C (-5.72095, 2.00236, 2.10149)  -0.081
C (-4.48677, 1.66139, 1.56389)  -0.103
C (-3.73988, 0.62635, 2.12113)  -0.332
C (-4.23947, -0.04862, 3.23532)  -0.092
C (-5.47533, 0.28901, 3.76563)  -0.081
P (-2.07571, 0.28621, 1.45655)  1.046
C (-1.72260, -1.43968, 1.91344)  -0.346
C (-0.41948, -1.77796, 2.28051)  -0.084
C (-0.07708, -3.10443, 2.50150)  -0.081
C (-1.02392, -4.10810, 2.34821)  -0.091
C (-2.31911, -3.77973, 1.97207)  -0.085
C (-2.66477, -2.45423, 1.75426)  -0.111
C (-0.96737, 1.36749, 2.39178)  -0.424
C (-0.67309, 1.33330, 3.75484)  -0.082
C (0.17307, 2.29633, 4.27082)  -0.088
C (0.68028, 3.28821, 3.42823)  -0.097
C (0.37334, 3.29843, 2.07588)  -0.155
C (-0.43906, 2.31176, 1.49426)  -0.247
H (-7.18309, 1.58003, 3.61446)  0.102
H (-6.28760, 2.81723, 1.66723)  0.105
H (-4.08984, 2.20957, 0.71638)  0.057
H (-3.66299, -0.84393, 3.69107)  0.103
H (-5.85293, -0.24321, 4.62937)  0.103
H (0.32565, -0.99690, 2.38461)  0.091
H (0.93278, -3.35444, 2.80379)  0.102
H (-0.75580, -5.14189, 2.52458)  0.100
H (-3.06331, -4.55736, 1.85427)  0.103
H (-3.68221, -2.20463, 1.47359)  0.095
H (-1.09645, 0.56963, 4.39909)  0.108
H (0.43383, 2.29359, 5.32134)  0.099
H (1.32389, 4.05467, 3.84635)  0.097
H (0.76694, 4.10805, 1.46200)  0.087
S (2.60418, 0.01200, -3.07369)  0.494
C (1.15012, 0.50556, -2.38134)  -1.684
S (0.79431, 2.17865, -2.09811)  0.488
S (-0.02227, -0.62119, -1.77637)  0.505
N (2.66687, -1.97938, -0.64327)  0.062
C (3.71405, -1.57098, 0.33139)  -0.184
P (3.23439, 0.07122, 1.04643)  0.374
O (3.76632, 0.19626, 2.41999)  -0.329
O (1.79413, 0.20063, 0.64118)  -0.391
C (4.04413, 1.38412, 0.01608)  -0.192
N (3.11467, 2.55523, 0.16240)  0.112
H (2.77402, -1.49502, -1.57886)  -0.013
H (1.74966, -1.62344, -0.32072)  0.046
H (2.62056, -2.98126, -0.80498)  0.152
H (4.69041, -1.58967, -0.14985)  0.102
H (3.71664, -2.27956, 1.15886)  0.096
H (4.07393, 1.15407, -1.04935)  0.047
H (5.02441, 1.65594, 0.39967)  0.097
H (2.26314, 2.36757, -0.41998)  0.011
H (3.52576, 3.42150, -0.17730)  0.159
H (2.80828, 2.67904, 1.13230)  0.128
S (-3.09606, 2.10376, -1.84343)  0.639
C (-3.88826, 0.63571, -1.74530)  -0.887
N (-5.21857, 0.46224, -1.55555)  0.021
C (-5.54263, -0.92550, -1.25235)  -0.135
C (-4.28283, -1.65916, -1.75006)  -0.128
N (-3.31709, -0.57521, -1.81271)  0.011
H (-5.75708, 1.23673, -1.20968)  0.125
H (-6.43697, -1.24772, -1.78275)  0.113
H (-5.69905, -1.06872, -0.17826)  0.110
H (-4.43997, -2.11235, -2.73175)  0.119
H (-3.95684, -2.43392, -1.05700)  0.103
H (-2.34783, -0.66652, -2.08571)  0.012